Formula: H12O6
Source: the Open Molecules 2025 dataset
Level of theory: ωB97M-V/def2-TZVPD

Structure (XYZ):
```
18
Properties=species:S:1:pos:R:3:lowdin_charge:R:1
O -0.31 -0.11 0.20 -0.062
H 0.26 0.11 -0.54 0.028
H 0.20 -0.73 0.72 0.028
O 0.67 -0.99 4.03 -0.061
H 1.29 -1.72 4.17 0.031
H 1.04 -0.27 4.55 0.036
O 1.57 0.34 -5.38 -0.063
H 1.01 -0.27 -4.89 0.030
H 2.45 -0.05 -5.32 0.032
O 3.63 2.42 2.55 -0.062
H 3.15 2.54 1.72 0.033
H 4.14 1.62 2.40 0.030
O -2.37 -4.85 -1.06 -0.062
H -1.63 -4.30 -0.78 0.029
H -3.01 -4.22 -1.41 0.033
O -3.98 3.61 0.05 -0.063
H -4.57 3.98 -0.61 0.031
H -3.55 2.88 -0.40 0.031
```

Results
frontier orbital gap: 11.54 eV
E: -458.60367 hartree
LUMO energy: 0.078 eV
maximum force: 0.28 eV/A
structure (SMILES): O.O.O.O.O.O
charge: 0

Formula: C50H81N7O6
Source: the Open Molecules 2025 dataset
Level of theory: ωB97M-V/def2-TZVPD

Structure (XYZ):
```
144
Properties=species:S:1:pos:R:3:lowdin_charge:R:1
C -0.31 -0.09 -6.09 -0.176
C 0.32 -0.73 -4.86 -0.169
C 1.11 0.46 -4.35 -0.194
O 0.23 1.59 -4.58 -0.131
C -0.76 1.27 -5.58 -0.171
H -1.06 -0.82 -6.44 0.114
H 0.52 -0.10 -6.85 0.134
H 0.94 -1.55 -5.21 0.113
H -0.46 -1.10 -4.24 0.088
H 2.07 0.55 -4.81 0.106
H 1.38 0.41 -3.32 0.082
H -0.69 2.01 -6.38 0.118
H -1.80 1.27 -5.30 0.077
C -4.35 1.36 -2.10 -0.134
C -4.39 1.65 -3.66 -0.123
C -4.27 0.26 -4.28 -0.197
O -3.37 -0.44 -3.39 -0.182
C -3.30 0.23 -2.08 -0.182
H -5.25 1.01 -1.68 0.085
H -4.05 2.20 -1.48 0.082
H -3.47 2.27 -3.95 0.131
H -5.35 2.13 -3.88 0.104
H -3.63 0.25 -5.16 0.091
H -5.12 -0.35 -4.49 0.107
H -2.20 0.61 -1.93 0.136
H -3.50 -0.54 -1.34 0.089
C 2.41 4.45 -1.53 -0.174
C 2.15 3.81 -2.88 -0.143
C 3.37 2.85 -2.94 -0.163
O 3.56 2.41 -1.58 -0.149
C 2.92 3.30 -0.69 -0.214
H 1.51 4.91 -1.03 0.118
H 3.15 5.25 -1.59 0.113
H 1.96 4.38 -3.74 0.106
H 1.35 3.11 -2.76 0.088
H 4.22 3.39 -3.30 0.115
H 2.99 2.06 -3.56 0.076
H 3.64 3.60 0.09 0.125
H 2.05 2.78 -0.26 0.086
C 5.55 0.92 3.12 -0.159
C 4.16 1.51 3.21 -0.168
C 3.23 0.42 2.68 -0.175
O 3.83 -0.75 3.32 -0.196
C 5.26 -0.59 3.23 -0.167
H 6.18 1.28 3.92 0.104
H 6.04 1.20 2.18 0.111
H 4.03 2.53 2.86 0.112
H 3.92 1.52 4.27 0.114
H 3.36 0.22 1.62 0.115
H 2.18 0.51 3.00 0.093
H 5.65 -1.17 2.39 0.121
H 5.63 -0.92 4.19 0.116
C -1.83 3.96 -0.70 -0.181
C -2.00 3.81 0.77 -0.201
C -2.52 5.17 1.21 -0.172
O -2.71 5.99 0.00 -0.140
C -2.81 5.02 -1.08 -0.194
H -1.86 2.98 -1.21 0.109
H -0.86 4.38 -0.77 0.092
H -1.08 3.58 1.28 0.074
H -2.77 3.12 1.09 0.096
H -1.72 5.58 1.80 0.108
H -3.46 5.11 1.80 0.125
H -2.60 5.57 -2.02 0.124
H -3.88 4.62 -1.18 0.130
C -0.68 -4.92 -4.45 -0.139
C -1.97 -5.77 -4.32 -0.124
C -1.97 -6.06 -2.80 -0.209
O -0.94 -5.32 -2.16 -0.177
C -0.53 -4.31 -3.06 -0.209
H -0.60 -4.21 -5.27 0.110
H 0.10 -5.59 -4.62 0.093
H -1.84 -6.67 -4.92 0.109
H -2.85 -5.20 -4.47 0.092
H -1.89 -7.10 -2.36 0.134
H -2.94 -5.67 -2.41 0.110
H 0.48 -4.12 -2.78 0.108
H -1.10 -3.40 -2.90 0.109
C -1.69 -5.12 0.80 -0.034
C -1.78 -4.21 2.01 -0.201
N -1.84 -3.56 2.96 0.154
H -1.66 -6.13 1.13 0.076
H -0.87 -4.77 0.20 0.040
H -2.54 -4.99 0.13 0.073
N -1.12 -0.69 0.21 0.055
C -0.06 -0.76 -0.67 -0.117
C 0.80 0.35 -0.42 -0.083
C 0.19 1.14 0.60 -0.121
C -0.96 0.51 0.86 -0.174
H -1.98 -1.20 0.08 0.119
H -0.05 -1.53 -1.41 0.093
H 1.78 0.56 -0.79 0.063
H 0.52 2.06 1.05 0.073
H -1.67 0.89 1.57 0.097
N -0.61 -1.58 5.03 -0.026
C 0.20 -0.80 4.30 -0.176
C 0.51 0.30 5.04 -0.086
C -0.28 0.21 6.25 -0.105
C -0.96 -0.97 6.22 -0.136
H -0.86 -2.54 4.71 0.118
H 0.54 -1.16 3.35 0.078
H 0.98 1.25 4.75 0.075
H -0.33 0.91 7.07 0.095
H -1.36 -1.62 6.99 0.109
N -3.14 -0.40 3.59 0.049
C -3.69 -0.79 2.42 -0.147
C -4.56 0.25 2.03 -0.112
C -4.47 1.25 2.99 -0.143
C -3.62 0.83 3.94 -0.159
H -2.57 -1.01 4.16 0.102
H -3.47 -1.69 1.84 0.088
H -5.33 0.37 1.28 0.088
H -5.11 2.09 2.91 0.092
H -3.30 1.43 4.82 0.117
N -1.13 3.30 4.45 0.037
C -1.27 3.97 5.64 -0.123
C -0.05 4.52 5.96 -0.113
C 0.85 4.24 4.91 -0.111
C 0.14 3.54 3.96 -0.167
H -1.87 2.74 4.10 0.088
H -2.14 3.88 6.30 0.111
H 0.23 4.97 6.86 0.072
H 1.87 4.60 4.77 0.102
H 0.44 2.96 3.08 0.094
N 2.07 -3.02 2.96 0.012
C 2.19 -4.41 3.04 -0.095
C 1.92 -4.94 1.76 -0.104
C 1.69 -3.82 0.95 -0.163
C 1.71 -2.65 1.69 -0.149
H 2.51 -2.29 3.54 0.124
H 2.40 -4.94 3.94 0.090
H 2.06 -5.97 1.44 0.095
H 1.33 -3.98 -0.10 0.097
H 1.57 -1.58 1.53 0.087
N 3.76 -2.46 -1.32 0.044
C 3.89 -1.57 -2.38 -0.127
C 4.35 -2.29 -3.42 -0.146
C 4.45 -3.67 -3.11 -0.096
C 4.07 -3.69 -1.79 -0.174
H 3.47 -2.15 -0.44 0.100
H 3.84 -0.48 -2.33 0.102
H 4.58 -2.02 -4.43 0.083
H 4.71 -4.53 -3.74 0.102
H 4.08 -4.52 -1.08 0.110
```

Results
frontier orbital gap: 8.53 eV
E: -2788.25834 hartree
LUMO energy: 0.404 eV
maximum force: 3.65 eV/A
charge: 0

Formula: C8H10N3PS
Source: the Open Molecules 2025 dataset
Level of theory: ωB97M-V/def2-TZVPD

Structure (XYZ):
```
23
Properties=species:S:1:pos:R:3:lowdin_charge:R:1
C 3.11 -0.97 -0.29 -0.311
P 2.10 0.22 0.73 0.895
C 2.37 1.95 0.04 -0.293
C 0.30 -0.09 0.54 -0.380
C -0.49 -0.28 1.64 -0.097
C -1.92 -0.49 1.56 -0.027
C -2.55 -0.51 0.34 -0.269
N -3.94 -0.72 0.31 0.095
C -1.77 -0.34 -0.86 -0.313
N -2.24 -0.37 -2.11 -0.227
S -0.93 -0.12 -3.05 0.997
N 0.24 0.05 -1.94 -0.233
C -0.35 -0.12 -0.74 -0.361
H 3.97 -0.40 -0.68 0.029
H 3.53 -1.74 0.37 0.019
H 2.56 -1.42 -1.14 0.025
H 1.49 2.31 -0.51 0.026
H 2.49 2.59 0.92 0.016
H 3.25 1.96 -0.61 0.028
H 0.04 -0.27 2.60 0.093
H -2.53 -0.65 2.45 0.113
H -4.43 -0.17 1.00 0.092
H -4.28 -0.41 -0.60 0.081
```

Results
frontier orbital gap: 7.32 eV
E: -1214.64927 hartree
LUMO energy: -0.587 eV
maximum force: 1.45 eV/A
charge: 0

Formula: C25H62BN5O
Source: the Open Molecules 2025 dataset
Level of theory: ωB97M-V/def2-TZVPD

Structure (XYZ):
```
94
Properties=species:S:1:pos:R:3:lowdin_charge:R:1
H 1.57 -3.70 3.45 0.056
N 0.99 -3.49 2.64 0.117
C 1.70 -3.49 1.59 -0.243
C 1.17 -3.21 0.24 -0.100
B -0.38 -2.82 0.24 -0.278
C -1.46 -3.95 0.00 -0.105
C -1.89 -4.67 1.31 -0.279
N -3.34 -4.71 1.54 -0.009
C -0.83 -1.31 0.41 -0.109
C -1.00 -0.87 1.88 -0.176
C -2.43 -1.02 2.34 -0.251
O -3.27 0.00 1.82 -0.069
H 2.77 -3.69 1.67 0.104
H 1.71 -2.34 -0.13 0.107
H 1.39 -4.04 -0.41 0.106
H -2.35 -3.53 -0.47 0.088
H -1.06 -4.70 -0.68 0.094
H -1.42 -4.22 2.18 0.083
H -1.54 -5.69 1.28 0.097
H -3.86 -4.47 0.71 0.056
H -3.63 -4.10 2.29 0.050
H -0.10 -0.69 -0.10 0.094
H -1.78 -1.19 -0.10 0.091
H -0.39 -1.46 2.56 0.086
H -0.69 0.16 2.00 0.101
H -2.80 -1.98 1.99 0.099
H -2.46 -0.97 3.42 0.119
H -3.68 -0.29 0.99 0.086
C -3.34 6.31 0.28 -0.090
C -2.13 5.41 0.05 -0.275
N -2.08 4.29 0.98 -0.194
C -0.80 3.60 0.98 -0.245
C -0.39 2.87 -0.30 -0.085
C -3.25 3.44 1.00 -0.238
C -3.71 2.81 -0.32 -0.082
H -3.39 6.64 1.32 0.079
H -3.26 7.20 -0.35 0.071
H -4.28 5.82 0.03 0.063
H -1.23 6.01 0.20 0.117
H -2.13 5.09 -1.00 0.098
H -0.79 2.90 1.81 0.106
H -0.03 4.34 1.22 0.110
H -0.96 1.96 -0.45 0.047
H 0.66 2.58 -0.24 0.073
H -0.50 3.50 -1.18 0.057
H -4.09 4.03 1.40 0.104
H -3.09 2.65 1.74 0.102
H -3.74 3.53 -1.14 0.043
H -4.72 2.41 -0.20 0.077
H -3.07 1.98 -0.62 0.049
C 8.79 -4.70 4.97 -0.091
C 8.29 -3.97 3.74 -0.277
N 7.07 -4.53 3.20 -0.202
C 6.75 -4.05 1.86 -0.252
C 6.44 -2.56 1.69 -0.086
C 5.95 -4.61 4.13 -0.248
C 5.48 -3.32 4.80 -0.082
H 8.87 -5.77 4.78 0.080
H 9.77 -4.33 5.25 0.072
H 8.13 -4.56 5.83 0.064
H 9.06 -4.05 2.96 0.117
H 8.20 -2.90 3.97 0.102
H 5.90 -4.63 1.48 0.107
H 7.59 -4.30 1.22 0.109
H 5.47 -2.29 2.10 0.047
H 6.43 -2.30 0.63 0.070
H 7.20 -1.93 2.16 0.067
H 6.22 -5.32 4.91 0.102
H 5.11 -5.08 3.61 0.109
H 6.30 -2.73 5.20 0.067
H 4.82 -3.56 5.64 0.071
H 4.91 -2.69 4.12 0.049
C -1.39 2.34 -4.13 -0.089
C -1.99 3.02 -5.35 -0.273
N -3.30 2.51 -5.69 -0.201
C -3.76 2.92 -7.01 -0.252
C -4.00 4.41 -7.26 -0.087
C -4.28 2.56 -4.62 -0.242
C -4.59 3.92 -3.98 -0.083
H -1.38 1.26 -4.25 0.082
H -0.36 2.67 -3.99 0.074
H -1.93 2.59 -3.22 0.047
H -1.33 2.84 -6.20 0.118
H -1.99 4.11 -5.18 0.103
H -4.67 2.36 -7.24 0.111
H -3.02 2.57 -7.73 0.109
H -4.90 4.77 -6.76 0.054
H -4.14 4.58 -8.33 0.069
H -3.16 5.02 -6.93 0.066
H -3.96 1.87 -3.83 0.099
H -5.21 2.12 -5.00 0.115
H -3.68 4.46 -3.73 0.064
H -5.15 3.77 -3.06 0.063
H -5.20 4.55 -4.62 0.055
```

Results
frontier orbital gap: 8.36 eV
E: -1363.52206 hartree
LUMO energy: 0.406 eV
maximum force: 0.91 eV/A
structure (SMILES): [H]/N=C/CB(CCN)CCCO.CCN(CC)CC.CCN(CC)CC.CCN(CC)CC
charge: 0

Formula: C3H16N2O3
Source: the Open Molecules 2025 dataset
Level of theory: ωB97M-V/def2-TZVPD

Structure (XYZ):
```
24
Properties=species:S:1:pos:R:3:lowdin_charge:R:1
C -1.78 -0.65 -0.07 -0.163
N -0.61 0.26 -0.12 -0.145
C -0.09 0.54 -1.57 -0.229
C 0.54 -0.78 -1.99 -0.310
N 1.50 -0.54 -3.10 -0.002
H -1.35 -1.50 0.41 0.052
H -2.60 -0.27 0.63 0.083
H -2.38 -0.86 -1.00 0.085
H -0.90 1.10 0.35 0.070
H 0.82 1.25 -1.39 0.134
H -0.71 1.18 -2.18 0.094
H -0.15 -1.62 -2.10 0.088
H 0.99 -1.09 -0.93 0.143
H 1.05 0.13 -3.78 0.093
H 1.89 -1.32 -3.47 0.007
O -1.37 1.47 6.07 0.001
H -0.91 1.09 6.81 0.041
H -1.85 0.83 5.63 -0.002
O 4.11 -3.63 -4.33 -0.128
H 4.58 -2.74 -4.23 0.066
H 4.71 -4.25 -3.80 0.063
O -2.33 3.39 3.98 -0.062
H -2.63 3.05 3.09 0.060
H -2.11 2.62 4.47 -0.039
```

Results
frontier orbital gap: 9.28 eV
E: -459.03696 hartree
LUMO energy: 0.453 eV
maximum force: 4.35 eV/A
structure (SMILES): CNCCN.O.O.O
charge: 0

> The highest frontier orbital gap belongs to which entry?

H12O6

> What is the charge in the second record?

0

> What is the formula in the second record?

C50H81N7O6

> Which formula does entry 2 have?

C50H81N7O6